Record 1
ORCA calculation (ωB97M-V/def2-TZVPD) on an isolated ion of composition C5H15N2S and charge +1 at a distorted geometry.

Atoms and positions in Å:
1 C -0.72458 -1.91572 1.15178
2 C -0.32711 -0.42136 1.07385
3 C 0.68544 -0.06487 2.19706
4 S -0.01716 0.99169 3.50201
5 N 0.24324 -0.09457 -0.23916
6 C -0.72398 0.18467 -1.26076
7 C 0.00978 0.58396 -2.50285
8 N 0.90679 1.75399 -2.09168
9 H -1.52180 -2.05208 1.87545
10 H 0.13739 -2.55025 1.35295
11 H -1.12257 -2.22250 0.17851
12 H -1.23810 0.15205 1.24759
13 H 1.04419 -0.94508 2.69589
14 H 1.51183 0.43970 1.72787
15 H -0.41561 -0.00940 4.29209
16 H 0.91607 -0.80112 -0.51022
17 H -1.34843 -0.67971 -1.48421
18 H -1.41814 0.95452 -0.92745
19 H -0.60854 0.89503 -3.33796
20 H 0.69110 -0.18961 -2.85576
21 H 1.62596 1.89386 -2.80534
22 H 1.28596 1.45310 -1.17885
23 H 0.40828 2.64369 -2.10078

The SMILES is C[C@@H](CS)NCC[NH3+]. The highest occupied orbital energy comes out at -11.79 eV. Its net charge is +1.

***

Record 2
ORCA calculation (ωB97M-V/def2-TZVPD) on a 2-piece molecular cluster, C5H15N2S overall.

Atoms and positions in Å:
1 C 1.49415 -2.07704 -0.52137
2 C 0.62503 -1.88098 -1.51536
3 N 0.31417 -2.81345 -2.47436
4 N 1.80723 -0.97020 0.38352
5 H 2.00872 -3.00705 -0.33972
6 H 0.12761 -0.93334 -1.69179
7 H -0.56616 -2.67999 -2.93367
8 H 0.48388 -3.77131 -2.21908
9 H 2.71785 -0.55759 0.19597
10 H 1.79401 -1.27059 1.35927
11 H 1.12115 -0.16161 0.24231
12 C -2.50573 1.66470 -0.49007
13 C -1.63608 1.44973 0.73978
14 S 0.13630 1.76399 0.28485
15 C 0.82986 1.86993 1.92929
16 H -3.56157 1.51750 -0.28105
17 H -2.20507 0.98953 -1.29307
18 H -2.35360 2.67460 -0.87084
19 H -1.67517 0.42747 1.11078
20 H -1.88737 2.13675 1.54315
21 H 0.53770 2.77935 2.44926
22 H 0.47736 1.03017 2.53489
23 H 1.91575 1.81945 1.85729

The highest occupied orbital energy comes out at -12.73 eV. Its net charge is +1.

***

Record 3
ORCA calculation (ωB97M-V/def2-TZVPD) on C5H15N3 as an isolated structure at a distorted geometry.

Atoms and positions in Å:
1 C 0.56244 -0.59941 -0.89906
2 C -1.34245 -2.52896 -0.83897
3 C -0.46857 -1.81712 1.28451
4 N -0.85825 -1.42387 -0.04554
5 N 1.76999 -0.46219 -0.26561
6 H 2.43122 -1.22952 -0.29453
7 H 1.82360 0.15737 0.54117
8 H -0.32815 0.02630 -0.53900
9 H 0.63675 -1.15620 -1.83482
10 H -1.59778 -2.17198 -1.83970
11 H -2.25284 -2.96823 -0.41596
12 H -0.00993 -0.97603 1.81099
13 H 0.25187 -2.65560 1.29563
14 H -1.34354 -2.14413 1.85851
15 H -0.60328 -3.34310 -0.94776
16 C -0.56832 3.19993 0.67580
17 C 0.46963 2.74564 -0.29647
18 N 1.67257 2.58262 0.04734
19 H 2.28957 2.25664 -0.69535
20 H 0.04507 2.60060 -1.29909
21 H -1.17682 4.00293 0.25582
22 H -1.31870 2.41817 0.83426
23 H -0.08409 3.48612 1.60783

The highest occupied orbital energy comes out at -7.99 eV.

***

Record 4
ORCA calculation (ωB97M-V/def2-TZVPD) on a 2-piece molecular cluster, C5H15N3 overall at a distorted geometry.

Atoms and positions in Å:
1 N 2.15755 2.10407 2.30471
2 C 1.26640 2.47853 1.28015
3 C 1.40646 2.30966 -0.06466
4 N 0.33156 2.60896 -0.97544
5 H 2.22577 1.11348 2.47328
6 H 2.11324 2.67417 3.13210
7 H 0.32109 3.00990 1.55262
8 H 2.23274 1.77458 -0.54390
9 H -0.07051 1.74181 -1.36252
10 H 0.71042 3.07541 -1.82871
11 C -0.23884 -1.23966 1.00093
12 C -1.23022 -1.99689 0.16349
13 C -0.98393 -1.66530 -1.29468
14 N -1.60345 -2.63907 -2.16671
15 H -0.37782 -0.13332 0.99502
16 H 0.75496 -1.42500 0.62591
17 H -0.34705 -1.53402 2.09653
18 H -1.03271 -3.06751 0.25090
19 H -2.29119 -1.80396 0.45822
20 H 0.10273 -1.74427 -1.48060
21 H -1.28331 -0.61818 -1.51725
22 H -1.55878 -2.34391 -3.15720
23 H -2.60514 -2.67948 -1.94219

The SMILES is N/C=C/N.CCCN. The highest occupied orbital energy comes out at -8.43 eV.

***

Record 5
ORCA calculation (ωB97M-V/def2-TZVPD) on a 3-piece molecular cluster, C5H15N3 overall at a distorted geometry.

Atoms and positions in Å:
1 C 0.19888 -1.24291 1.49047
2 C 0.77894 2.20608 0.35752
3 C 0.48370 -2.68237 1.21649
4 N 0.43809 0.92598 -0.24357
5 N 1.39085 0.31767 -1.09943
6 H 1.75791 1.00392 -1.76054
7 H 2.16861 -0.01153 -0.53063
8 H 1.07576 -0.68654 1.81203
9 H -0.62182 -0.99544 2.15981
10 H 0.01644 2.49145 1.08354
11 H 1.74225 2.10982 0.86801
12 H 0.86453 2.99512 -0.40099
13 H -0.42915 -3.25345 1.03918
14 H 1.01225 -3.13305 2.06826
15 H 1.15455 -2.77298 0.35688
16 C -1.36379 0.22273 -1.87713
17 C -0.95287 0.50046 -0.42586
18 N -1.82111 1.21867 0.30043
19 H -2.76362 1.09554 -0.07166
20 H -0.64516 -0.77492 0.40377
21 H -0.58328 -0.20005 -2.51074
22 H -2.20106 -0.47913 -1.87555
23 H -1.70089 1.14495 -2.36030

The highest occupied orbital energy comes out at -8.26 eV.

***

Record 6
ORCA calculation (ωB97M-V/def2-TZVPD) on a 3-piece molecular cluster, C5H15N3 overall at a distorted geometry.

Atoms and positions in Å:
1 H 0.15573 0.90315 -0.51793
2 N -0.88394 1.10772 -0.67229
3 C -0.69373 0.06624 -1.43505
4 C -0.27685 -1.33990 -0.96936
5 C -1.43698 -1.80340 -0.07828
6 C -1.45612 -1.29295 1.37188
7 N -0.17512 -1.08375 2.06606
8 H -1.22381 -0.03010 -2.40315
9 H -0.28236 -1.90860 -1.89589
10 H 0.72085 -1.34863 -0.53031
11 H -1.51387 -2.88962 -0.19992
12 H -2.36552 -1.49266 -0.56993
13 H -1.95968 -0.33151 1.26403
14 H -1.98249 -1.97236 2.03925
15 H 0.28271 -1.99303 2.06186
16 H 0.42972 -0.49046 1.50962
17 H 2.28393 0.84465 1.55453
18 H 1.81447 1.41386 1.58892
19 C 1.30142 2.68996 -0.73403
20 N 2.55955 2.36377 -0.71126
21 H 0.94361 2.85448 0.28362
22 H 0.76511 2.67980 -1.68222
23 H 2.99335 3.05333 -1.34015

The SMILES is [H]/N=C\CCCN.[H][H].C=N. The highest occupied orbital energy comes out at -8.91 eV.

***

Record 7
ORCA calculation (ωB97M-V/def2-TZVPD) on an isolated ion of composition C5H15N3 and charge +2 at a distorted geometry.

Atoms and positions in Å:
1 N -3.68287 2.50480 0.75923
2 C -2.71752 1.60070 1.11192
3 N -1.52369 1.70300 0.50594
4 C -0.38363 0.83237 0.79347
5 C -0.10551 -0.20423 -0.42877
6 C 1.47219 -0.38971 -0.39978
7 C 1.85489 -1.64701 -1.18011
8 N 2.71259 -2.57546 -0.39051
9 H -4.73036 2.27959 0.76638
10 H -3.43519 3.42400 0.35910
11 H -2.85545 0.71937 1.88944
12 H -1.38793 2.46765 -0.11224
13 H -0.58937 0.26041 1.69872
14 H 0.52963 1.54843 0.67416
15 H -0.32568 0.23131 -1.37511
16 H -0.84854 -0.95615 -0.33591
17 H 1.88764 -0.49264 0.70109
18 H 1.90203 0.54995 -0.90176
19 H 2.48762 -1.36357 -2.11781
20 H 1.00976 -2.05966 -1.69143
21 H 2.26489 -2.76180 0.57713
22 H 3.60767 -2.04232 -0.17892
23 H 2.85683 -3.62901 -0.72423

The SMILES is [NH2+]=CNCCCC[NH3+]. The highest occupied orbital energy comes out at -17.37 eV. Its net charge is +2.

***

Record 8
ORCA calculation (ωB97M-V/def2-TZVPD) on a 2-piece molecular cluster, C5H15N3O overall at a distorted geometry.

Atoms and positions in Å:
1 C -2.30050 0.79580 -0.15209
2 C -1.30963 -0.33091 -0.26836
3 N -1.61183 -1.27961 -1.26033
4 C -0.46928 -0.69963 0.75875
5 N 0.23887 -1.92538 0.70897
6 N -0.59282 -0.08837 2.01519
7 H -2.68568 1.06695 -1.13673
8 H -3.17254 0.50928 0.44196
9 H -1.84243 1.66877 0.30649
10 H -2.08851 -2.13128 -0.99795
11 H -1.69093 -0.92219 -2.20420
12 H 0.18754 -2.40270 -0.18208
13 H 0.06812 -2.54066 1.49655
14 H -0.31851 0.87253 2.18075
15 H -0.04586 -0.54416 2.74494
16 C 1.52886 1.33652 -1.62499
17 O 1.24202 1.19293 -0.26492
18 C 2.27740 0.39185 0.69585
19 H 0.87408 2.12727 -2.00897
20 H 1.38907 0.39090 -2.16788
21 H 2.57152 1.65134 -1.78237
22 H 2.22640 0.90429 1.65160
23 H 2.30010 -0.69139 0.83112
24 H 3.22455 0.64785 0.21868

The SMILES is CC(N)=C(N)N.COC. The highest occupied orbital energy comes out at -6.58 eV.

***

Calculated relative energy (zero: lowest compared OMol25 entry of this formula, charge and spin) in order - 17.93, 17.89, 88.47, 41.33, 113.42, 155.78, 49.49, 77.79 kcal/mol
Calculated orbital gap in order - 0.305, 0.355, 0.332, 0.347, 0.320, 0.339, 0.398, 0.277 Eh